Record 1
55
Properties=species:S:1:pos:R:3:forces:R:3 method="wB97M-V/def2-TZVPD" s_squared=6.005 fmax_ev_per_a=2.7 multiplicity=5 charge=0 orbital_gap_ev="7.47 / 7.51" e_tot_ha=-1954.3771
Ho -0.1905 -0.4023 2.3016 0.580 0.838 2.491
O -0.0415 -0.0919 -3.3534 0.254 0.943 -2.455
O 1.0802 1.1492 0.8153 -0.341 0.559 -0.351
O 0.4356 0.7510 3.8665 0.587 0.626 0.527
C 1.0123 2.6110 0.5309 -0.446 -0.481 0.793
C -2.6527 0.0167 1.6136 -0.071 -0.197 0.448
C 0.1076 -0.5468 -4.7402 0.037 -1.314 -1.369
C 0.0629 0.8469 -5.3856 0.144 -0.168 0.706
C 0.1918 1.4386 -1.3548 0.370 -0.781 -0.140
C -2.3708 -0.8907 3.7225 -0.283 0.381 -0.329
C 2.0409 -1.6423 3.1949 -0.353 -0.955 -0.398
C 0.7922 2.7696 -0.9564 0.831 -0.320 0.086
C 0.1157 -2.9189 3.1329 0.838 0.091 0.107
C -2.3079 0.5207 3.8380 -0.608 -0.198 -0.434
C -2.5676 -1.2148 2.3432 -0.724 0.370 -0.171
C 1.0209 -2.2236 3.9998 0.028 -0.343 -1.166
C 0.5917 -2.7849 1.7949 0.317 -0.362 0.127
C -0.0047 1.2586 -3.9447 -0.156 1.250 0.560
C 0.4164 0.4375 -0.2425 -0.155 -0.058 -0.022
C 1.4556 -1.2083 -5.0007 -0.144 -0.231 0.049
C -2.4533 1.0899 2.5440 -0.276 -0.499 -0.026
C 0.7709 1.2415 5.1380 -0.160 -0.422 -1.037
C 1.7842 -1.9887 1.8300 0.150 -0.331 0.517
C -1.0679 -1.4218 -5.1356 0.419 -0.132 0.124
H -0.9856 -1.6515 -6.2062 -0.156 -0.028 0.242
H 2.4483 -1.7773 0.9864 -0.351 -0.025 0.342
H -2.9190 0.1332 0.5610 0.182 -0.116 0.330
H -2.5070 2.1550 2.3017 0.107 -0.448 0.148
H 0.1521 2.1290 5.3679 0.301 -0.148 0.148
H 1.5719 -2.1124 -4.3909 0.053 0.163 -0.096
H 0.2061 -3.3250 0.9254 0.064 0.363 0.312
H -0.5604 -0.0300 0.0548 0.341 0.465 -0.003
H 0.9930 1.1861 -5.8529 -0.394 -0.259 -0.216
H 2.9178 -1.1256 3.5714 -0.321 0.143 -0.159
H 0.8966 1.8182 -3.6661 -0.343 -0.078 0.127
H 1.9261 3.0561 0.9195 -0.029 -0.172 0.015
H -2.2537 1.0711 4.7802 0.315 -0.219 -0.475
H 0.8674 1.0121 -2.0826 -0.674 0.423 0.004
H -2.3485 -1.5877 4.5644 0.164 0.238 -0.468
H 0.1860 3.6256 -1.2397 -0.086 0.051 0.252
H -0.9002 1.8327 -3.6899 0.229 -0.036 0.116
H -1.0133 -2.3537 -4.5563 -0.296 0.163 -0.167
H 0.1542 3.0088 1.0748 0.066 -0.034 0.195
H -2.0053 -0.8863 -4.9407 0.159 -0.275 -0.020
H -0.7132 -3.5433 3.4701 0.191 0.369 -0.235
H 1.0469 -0.3995 -0.5819 -0.051 0.355 0.278
H 0.9949 -2.2396 5.0848 -0.165 0.288 -0.239
H 1.7559 2.8540 -1.4822 -0.232 0.240 0.253
H -0.8475 1.4611 -1.7036 0.491 0.005 0.219
H 1.4961 -1.4902 -6.0650 0.052 0.043 0.336
H 1.8435 1.5091 5.1355 -0.318 0.112 0.329
H -2.6815 -2.2166 1.9237 -0.021 0.398 0.180
H -0.8294 1.1321 -5.9322 0.061 -0.298 -0.314
H 2.2894 -0.5190 -4.8039 -0.250 -0.192 0.067
H 0.5965 0.4773 5.9199 0.075 0.243 -0.138

Record 2
57
Properties=species:S:1:pos:R:3:forces:R:3 method="wB97M-V/def2-TZVPD" fmax_ev_per_a=0.9 charge=0 orbital_gap_ev=9.40 e_tot_ha=-1457.2014
P -2.6656 0.2130 0.7458 -0.071 0.867 0.240
O 0.7445 -1.1423 -2.6890 0.327 0.096 0.237
O -0.1037 0.0147 1.3967 -0.037 -0.121 -0.053
O 1.9846 0.0945 -4.0535 -0.625 -0.170 0.504
N -2.7882 1.7465 1.0371 0.178 -0.483 0.063
N -1.7380 -2.9684 2.3297 0.138 0.138 -0.023
C -0.5908 0.0546 7.8857 0.003 0.003 -0.001
C 0.6070 0.2133 2.6096 0.203 0.164 -0.061
C 0.3515 -1.1122 -1.3009 -0.024 -0.120 -0.212
C 0.8535 -1.6281 6.9560 0.009 0.010 -0.001
C 1.8823 1.9069 -6.7517 -0.004 0.029 -0.117
C 0.5878 -0.6774 7.9314 0.001 0.004 -0.004
C 1.0913 0.0472 -3.2410 0.431 0.054 -0.713
C -1.5051 -0.1617 6.8642 -0.001 0.018 -0.007
C 1.4178 4.2690 -6.7659 -0.003 -0.004 0.005
C 0.8694 2.9275 -8.6829 -0.005 -0.008 0.007
C -1.2215 -2.2142 1.1687 -0.097 -0.224 0.277
C 0.2919 1.2617 -2.8431 0.190 0.056 0.217
C 1.9092 3.1426 -6.1198 -0.006 0.012 0.032
C -1.3035 -0.7122 1.5638 0.005 -0.092 -0.001
C -1.2415 -1.1144 5.8902 0.007 -0.011 -0.048
C -0.0633 -1.8471 5.9376 -0.011 -0.009 -0.047
C 1.3602 1.8020 -8.0344 -0.014 0.023 0.004
C 0.1758 -2.6911 0.7325 0.110 -0.084 -0.146
C 0.8990 4.1619 -8.0490 0.000 0.004 0.000
C 0.5921 -2.4977 -0.7386 0.145 0.025 0.210
H 2.2655 1.0352 -6.2439 -0.008 -0.036 0.057
H 0.1016 -3.2461 -1.3688 -0.097 0.174 0.004
H -1.9313 -2.4239 0.3550 0.135 0.092 -0.057
H 0.9511 -0.3729 -0.7670 -0.154 -0.029 0.002
H 1.6677 -2.6929 -0.8102 -0.136 -0.086 -0.052
H -1.6047 -0.6656 2.6203 0.005 -0.029 -0.055
H 0.1425 -2.5953 5.1807 0.012 -0.020 0.014
H -0.7971 0.7949 8.6475 0.000 0.006 0.003
H 0.8738 1.8236 -2.1040 -0.139 -0.023 -0.055
H -1.9581 -1.2869 5.0957 -0.031 -0.010 0.024
H 0.1215 0.9857 3.2178 0.009 -0.179 0.054
H 1.3336 0.8391 -8.5283 0.011 -0.003 -0.007
H 0.1705 1.8968 -3.7203 -0.006 -0.084 0.053
H -0.7034 -0.8389 -1.2402 0.030 0.046 0.073
H 1.6096 0.5548 2.3466 -0.101 0.014 -0.031
H 0.9465 -2.2778 1.3907 -0.150 0.072 0.000
H -2.0322 2.0822 1.6232 -0.063 0.192 -0.062
H -0.6710 1.0082 -2.4034 0.010 0.092 -0.072
H 1.3000 -0.5070 8.7281 0.003 0.002 0.005
H 0.4627 2.8431 -9.6828 0.001 -0.002 -0.004
H 0.5186 5.0402 -8.5549 -0.007 0.002 0.000
H -1.5398 -3.9580 2.2286 -0.144 -0.012 -0.086
H -2.5876 -0.0830 -0.6296 -0.049 -0.289 -0.008
H 1.4396 5.2313 -6.2700 0.005 0.004 -0.001
H 2.3172 3.2239 -5.1199 0.008 -0.011 0.002
H 0.7058 -0.7145 3.1827 -0.099 0.059 0.020
H 1.7731 -2.1977 6.9900 -0.002 -0.011 0.005
H -2.4224 0.4110 6.8268 -0.008 -0.002 0.003
H 0.1821 -3.7731 0.9085 0.053 0.107 0.011
H -1.2533 -2.6741 3.1721 0.030 -0.018 -0.015
H -3.7784 -0.5510 1.1496 0.034 -0.196 -0.183

Record 3
60
Properties=species:S:1:pos:R:3:forces:R:3 method="wB97M-V/def2-TZVPD" fmax_ev_per_a=0.7 charge=+1 orbital_gap_ev=8.25 e_tot_ha=-1416.6207
O -1.0934 -4.1502 3.5800 0.001 0.411 0.108
O -3.8859 -0.2983 0.7351 -0.014 -0.123 -0.020
O 3.9915 -0.2373 -8.1587 0.041 0.018 -0.023
O 0.4930 3.7246 5.2399 0.107 -0.405 -0.049
O 4.9309 1.5996 -6.5949 0.020 0.061 0.059
O 1.8742 0.1426 -3.3404 -0.052 -0.050 -0.031
O 0.9648 -1.7262 -4.8775 -0.028 -0.060 -0.064
N -0.1651 1.4576 4.9781 0.019 -0.007 -0.402
N -1.5802 -1.3005 2.9888 0.016 -0.215 0.073
C 3.4660 0.9889 -4.8637 -0.015 0.046 0.114
C 3.9707 0.8469 -6.1012 0.009 0.017 0.002
C -2.9445 0.2786 1.5984 -0.126 0.046 0.117
C 1.9240 -0.9654 -5.3888 -0.025 -0.025 -0.010
C 2.4147 0.1025 -4.4383 0.123 0.126 0.013
C 1.0471 1.4011 -0.3933 0.034 0.031 -0.083
C 2.4198 -1.1116 -6.6233 0.031 -0.033 -0.112
C 3.4689 -0.2128 -7.0630 -0.118 -0.117 0.020
C 0.1885 2.6193 5.0660 -0.149 0.618 0.314
C -2.6362 -2.3513 3.1867 -0.084 -0.115 -0.108
C 1.5313 2.7694 0.0901 0.156 -0.031 -0.155
C 2.1309 0.3415 -0.2327 -0.146 -0.236 0.008
C -1.4987 -0.3437 4.1437 -0.261 0.072 -0.035
C -0.2889 0.0371 1.3994 0.088 -0.050 0.173
C -0.7378 0.9215 3.7471 -0.077 -0.048 0.145
C -2.1430 -3.7108 2.7307 0.156 -0.076 -0.001
C -1.6746 -0.5872 1.6605 0.211 -0.018 -0.256
C 0.3192 0.6453 2.6862 0.013 -0.173 0.101
C -4.0767 0.3245 -0.5345 -0.037 -0.013 -0.026
C -0.3211 0.9889 0.2073 -0.010 0.250 0.018
H 0.8102 -1.3834 -3.9765 0.027 0.048 0.032
H -1.4657 1.6295 3.3341 0.060 0.041 0.050
H 1.8611 2.7687 1.1310 -0.068 0.018 0.021
H 5.0951 1.2831 -7.5065 -0.025 -0.044 -0.029
H -0.9307 0.5429 -0.5857 0.020 -0.095 0.044
H 0.8877 1.5033 -1.4693 -0.065 -0.012 0.046
H 2.3931 3.0741 -0.5078 0.001 -0.002 0.054
H -2.8610 -2.3867 4.2509 -0.057 -0.036 -0.016
H -0.2632 -4.2173 3.1039 0.014 -0.247 -0.119
H -3.4164 0.3253 2.5838 0.035 0.091 0.012
H -0.8406 1.9059 0.5099 -0.029 -0.036 -0.070
H -2.5174 -0.0961 4.4373 0.010 -0.060 0.011
H -3.5211 -2.0639 2.6184 -0.006 0.117 0.101
H 0.7676 3.5369 -0.0479 -0.030 -0.028 0.104
H 0.3442 -0.8165 1.1339 -0.009 0.064 -0.096
H -1.0420 -0.8625 4.9857 0.198 0.004 -0.132
H 3.0235 0.6239 -0.7880 0.026 0.051 0.086
H 0.8383 1.5768 2.4716 0.003 -0.022 -0.060
H -3.3432 1.1155 -0.7001 -0.038 0.020 -0.026
H -0.6905 -1.8045 2.9681 0.019 -0.001 0.123
H -3.9740 -0.4255 -1.3186 0.029 -0.005 0.027
H -2.7091 1.3052 1.3124 0.030 -0.036 -0.048
H -1.8196 -3.6938 1.6854 -0.106 0.037 -0.016
H 2.0725 -1.8712 -7.3090 -0.014 -0.001 0.012
H -1.8184 -1.3690 0.9118 -0.081 -0.018 0.077
H 1.8088 -0.6211 -0.6405 0.003 0.040 -0.020
H -2.9777 -4.4071 2.8120 0.005 -0.031 -0.041
H 1.0660 -0.0333 3.1121 0.006 0.072 0.024
H 2.3979 0.1813 0.8164 0.110 0.102 -0.021
H -5.0829 0.7408 -0.5813 0.036 0.058 0.003
H 3.8180 1.7439 -4.1751 0.013 0.010 -0.023

Record 4
55
Properties=species:S:1:pos:R:3:forces:R:3 method="wB97M-V/def2-TZVPD" fmax_ev_per_a=1.3 charge=0 orbital_gap_ev=9.44 e_tot_ha=-1020.1931
O -3.3686 0.4896 -1.5698 -0.130 0.020 -0.161
N -1.3496 0.2470 -0.6626 0.576 -0.832 -0.851
N 2.7287 -1.7860 1.2483 0.081 0.023 -0.044
N -0.4546 0.5012 0.3112 -0.100 0.398 0.695
C -2.2347 2.8935 -5.2238 0.222 0.104 0.040
C 0.9977 -5.6807 3.9398 -0.047 -0.053 0.037
C -2.2620 3.9993 -0.8245 0.221 -0.231 0.038
C 2.3381 -3.6916 3.9404 0.036 -0.025 -0.044
C -2.0162 3.0787 0.3704 -0.156 0.167 -0.072
C -1.8244 4.4729 -3.2692 0.288 -0.251 -0.050
C 1.3280 -1.0105 -0.5910 -0.286 -0.139 -0.051
C -2.5878 0.8222 -0.7020 -0.233 0.051 0.349
C -1.3122 3.9390 -4.6076 -0.229 0.102 0.034
C 2.1333 -4.9903 1.9434 0.045 0.030 0.033
C 1.5165 -4.5839 4.6062 -0.045 0.014 0.109
C 3.4913 -2.8692 1.8559 0.002 -0.001 -0.016
C 1.3118 -5.8843 2.6071 -0.064 -0.090 -0.046
C 2.6533 -3.8812 2.6000 0.067 0.000 -0.010
C 1.8136 -2.2220 0.2152 -0.010 0.055 -0.194
C 2.0561 -0.9299 2.2038 0.033 0.312 -0.008
C -2.8894 1.8177 0.3895 0.086 0.129 0.049
C 0.7019 -0.0175 0.3473 0.090 -0.050 -0.188
C -1.7289 3.4453 -2.1433 -0.221 0.373 -0.019
C 1.5872 0.3464 1.4977 -0.031 -0.138 0.223
H 2.7465 -2.8423 4.4698 0.050 0.093 0.046
H -3.2264 3.3112 -5.3833 -0.140 0.003 -0.034
H -0.3172 3.5100 -4.4656 0.080 0.053 -0.025
H 1.2818 -4.4231 5.6484 -0.018 0.005 0.080
H -0.9661 2.7858 0.4008 -0.040 0.115 0.084
H -2.7313 1.3079 1.3420 -0.070 -0.006 0.016
H -1.7717 4.9561 -0.6232 -0.056 0.058 -0.017
H -2.3319 2.0248 -4.5783 -0.066 -0.140 0.031
H 0.3556 -6.3771 4.4584 -0.045 -0.055 0.041
H 1.0503 0.9925 2.1909 -0.027 0.025 -0.044
H 0.9170 -6.7424 2.0829 -0.030 -0.069 -0.034
H 0.6423 -1.3480 -1.3700 0.046 0.018 -0.025
H 2.3807 -5.1605 0.9048 0.036 -0.007 -0.110
H 0.9372 -2.7512 0.6318 0.090 -0.005 -0.060
H 2.3428 -2.9084 -0.4505 -0.059 -0.026 0.029
H -2.8643 4.7872 -3.3835 -0.071 0.095 0.008
H -1.2135 4.7749 -5.3050 0.097 -0.018 -0.014
H -1.1492 -0.4221 -1.4065 -0.119 0.222 0.191
H -1.2410 5.3555 -2.9926 -0.063 0.061 0.043
H 2.1906 -0.5408 -1.0697 -0.011 -0.011 -0.043
H -3.9414 2.0928 0.3009 0.025 -0.117 -0.030
H 4.0447 -3.3632 1.0518 0.028 0.002 0.089
H -1.8439 2.5626 -6.1838 -0.037 -0.086 -0.093
H 1.1855 -1.4265 2.6672 0.078 0.024 0.022
H 2.7636 -0.6673 2.9934 -0.042 -0.045 0.042
H 2.4646 0.8755 1.1194 0.061 0.029 0.025
H -0.6835 3.1506 -2.0145 0.063 -0.075 -0.008
H -3.3326 4.1927 -0.9216 -0.073 0.102 -0.005
H -2.2992 2.5609 -2.4184 0.052 -0.098 -0.053
H 4.2136 -2.4100 2.5368 0.011 -0.076 -0.048
H -2.2330 3.6359 1.2850 0.057 -0.042 0.042